# 1
Below is a molecular structure, C37H53N5OS2SiTi at a distorted geometry, with properties calculated with ωB97M-V with the def2-TZVPD basis set.

CARTESIAN COORDINATES (ANGSTROEM)
1 Ti -1.188912 -0.783737 -0.519776
2 C -1.821710 -3.231671 1.112860
3 C -1.458863 -2.043337 2.014578
4 N -1.813694 -0.743969 1.398201
5 C -3.187529 -0.298638 1.720073
6 C -4.279251 -1.063394 0.980197
7 S -3.968165 -1.121346 -0.824389
8 C -3.906342 -2.918556 -1.149708
9 C -2.485324 -3.464307 -1.289175
10 N -1.545363 -2.883814 -0.304883
11 H -1.241467 -4.102074 1.424280
12 H -2.870158 -3.500865 1.212661
13 H -1.949624 -2.165871 2.983766
14 H -0.387378 -2.059554 2.179265
15 H -1.171272 0.048009 1.807469
16 H -3.367848 -0.398443 2.794704
17 H -3.268874 0.757343 1.463120
18 H -4.388890 -2.080346 1.348487
19 H -5.230772 -0.555832 1.129024
20 H -4.482331 -3.418436 -0.373216
21 H -4.435185 -3.070767 -2.088972
22 H -2.515287 -4.554407 -1.206900
23 H -2.112958 -3.211813 -2.280037
24 H -0.615290 -3.233861 -0.536052
25 C 0.880111 -0.858226 -0.408269
26 Si 2.037850 -0.424815 1.062021
27 C 1.427167 1.201084 1.892763
28 N 0.264396 1.153349 2.810337
29 C 0.645988 0.569828 4.121937
30 C -0.260536 1.035319 5.255961
31 C -0.106807 2.547175 5.496298
32 C 0.332308 3.241234 4.201634
33 C -0.297912 2.517711 3.018128
34 C 3.744615 -0.090778 0.362547
35 C 3.915667 0.844327 -0.663179
36 C 5.167709 1.092506 -1.199623
37 C 6.275528 0.407658 -0.719034
38 C 6.124692 -0.524644 0.296331
39 C 4.868815 -0.775028 0.829320
40 C 2.214166 -1.879383 2.250074
41 C 2.775234 -1.691225 3.515601
42 C 2.970389 -2.757566 4.380539
43 C 2.627979 -4.043752 3.987006
44 C 2.115686 -4.261092 2.715972
45 C 1.919405 -3.189208 1.858268
46 H 1.245861 -1.821129 -0.791859
47 H 1.115955 -0.122797 -1.191561
48 H 1.166866 1.853621 1.053315
49 H 2.277227 1.682829 2.395679
50 H 1.675434 0.851958 4.373973
51 H 0.617422 -0.517313 4.033995
52 H 0.011902 0.483828 6.155313
53 H -1.299297 0.782179 5.024948
54 H 0.622773 2.729552 6.285177
55 H -1.055962 2.964472 5.834670
56 H 1.420024 3.228070 4.102287
57 H 0.019532 4.285333 4.196611
58 H -0.153423 3.093245 2.110544
59 H -1.375837 2.438024 3.189495
60 H 3.056107 1.387279 -1.046548
61 H 5.285565 1.817940 -1.994154
62 H 7.255054 0.606176 -1.132853
63 H 6.985890 -1.060448 0.673174
64 H 4.761904 -1.511659 1.616078
65 H 3.079268 -0.697145 3.823881
66 H 3.401786 -2.590416 5.358784
67 H 2.780020 -4.877267 4.659420
68 H 1.885451 -5.267295 2.388601
69 H 1.550585 -3.371257 0.851417
70 C -2.882916 4.731267 -1.321799
71 C -1.430610 4.332572 -1.572455
72 N -1.308847 3.293718 -2.598614
73 C -1.082432 3.776029 -3.968419
74 C 0.403847 3.946411 -4.262224
75 C -1.362661 2.000481 -2.336679
76 S -1.692817 1.517581 -0.685977
77 N -1.184541 1.180742 -3.385241
78 C -1.129127 -0.115237 -3.366849
79 O -1.216671 -0.830979 -2.270701
80 C -0.917763 -0.821752 -4.630258
81 C -1.063077 -0.157185 -5.849966
82 C -0.830280 -0.831939 -7.032966
83 C -0.453173 -2.168822 -7.011001
84 C -0.298781 -2.835095 -5.801993
85 C -0.529243 -2.165908 -4.615432
86 H -2.910333 5.569948 -0.627658
87 H -3.444536 3.902163 -0.893889
88 H -3.364416 5.040744 -2.249231
89 H -0.981150 3.968379 -0.652440
90 H -0.859746 5.194332 -1.914418
91 H -1.601945 4.729237 -4.060497
92 H -1.521771 3.064236 -4.659322
93 H 0.854180 4.693858 -3.608579
94 H 0.531155 4.274347 -5.292465
95 H 0.929284 3.001148 -4.126921
96 H -1.370328 0.878364 -5.856982
97 H -0.928954 -0.315667 -7.977772
98 H -0.273326 -2.692979 -7.939955
99 H 0.017566 -3.869072 -5.788047
100 H -0.376655 -2.673487 -3.671843

Cartesian forces, eV/Å:
Ti 1.3721 0.4106 -0.0780
C -0.0762 0.1842 0.2494
C 0.0622 -0.4433 0.0975
N -0.1306 1.4258 1.9223
C -0.4613 0.0544 0.0179
C 0.0679 0.0541 -0.1651
S 0.1996 -0.3350 0.2702
C -0.0142 0.2163 0.0697
C -0.3073 -0.0922 -0.1346
N 0.1415 -0.4448 0.1128
H -0.0115 0.0101 -0.0448
H -0.0033 0.0261 -0.0910
H 0.0677 0.1148 0.0099
H 0.2160 0.1108 0.0956
H -0.3050 -1.2029 0.0392
H 0.0766 0.0856 -0.0070
H 0.0987 0.0224 0.0487
H -0.0437 -0.0055 -0.0193
H 0.0023 -0.0162 0.0606
H -0.0002 -0.0179 -0.0097
H -0.0106 -0.0874 0.0160
H 0.0664 0.0176 0.0400
H 0.0846 -0.0308 0.0245
H -0.0111 -0.0796 0.0097
C -0.1521 -0.0816 0.7386
Si 0.0524 0.1640 0.1567
C -0.0233 -0.3911 0.1720
N -0.3734 0.0088 -0.3196
C -0.3010 -0.1514 -0.0915
C 0.0983 0.0505 -0.0975
C 0.0456 -0.0358 -0.0641
C -0.1874 -0.0654 0.0326
C 0.1004 0.0007 0.0948
C -0.2675 0.0032 -0.0624
C -0.0257 -0.0388 0.0812
C 0.0103 0.0762 -0.0860
C -0.0063 -0.0005 0.0523
C 0.0609 0.0012 -0.0141
C -0.0868 0.0198 0.0066
C -0.1211 0.0753 -0.2813
C 0.0769 -0.0466 -0.0444
C 0.0589 0.0016 0.0179
C -0.0173 -0.0081 -0.0300
C -0.0304 -0.1156 -0.0314
C -0.0775 0.2077 0.0057
H -0.0554 0.0067 -0.0948
H 0.0180 0.0227 0.0041
H 0.0133 0.0081 -0.0608
H 0.1306 -0.0124 -0.0680
H 0.0370 0.0131 -0.0475
H 0.0642 0.0746 0.0566
H -0.0947 -0.0730 -0.0013
H -0.0068 -0.0294 -0.0016
H -0.0154 0.0156 0.0202
H 0.0174 0.0093 0.0415
H 0.0062 0.0510 -0.0265
H 0.0757 0.0279 0.0098
H -0.0408 0.0022 -0.2617
H -0.0300 -0.0073 -0.0264
H 0.0284 0.0418 -0.0422
H -0.0018 0.0113 0.0073
H 0.0019 -0.0144 -0.0113
H 0.0052 0.0011 -0.0064
H 0.0476 -0.0123 -0.0078
H -0.0054 -0.0738 0.0377
H 0.0055 0.0114 -0.0027
H 0.0080 0.0011 0.0047
H 0.0147 -0.0080 0.0173
H -0.0122 -0.0852 0.0193
C 0.1492 -0.0376 -0.1313
C -0.3115 0.1168 0.2608
N -0.0002 -0.4397 0.1743
C 0.2223 0.0580 -0.3059
C -0.1186 -0.0135 0.1177
C -0.0283 0.3418 0.0194
S 0.0226 0.3557 0.4728
N 0.0322 -0.3307 -0.2497
C 0.0146 0.6911 -0.6764
O -0.1376 -0.1073 -2.1625
C 0.0326 -0.3679 0.1280
C -0.0223 0.0282 0.0670
C 0.0225 0.0136 -0.0359
C 0.0068 -0.0152 0.0068
C 0.0371 -0.0357 0.0025
C -0.0519 0.0818 0.0160
H -0.0266 -0.0138 0.0071
H -0.0331 0.0132 -0.0031
H -0.0324 0.0194 0.0136
H 0.1293 0.0310 0.0208
H 0.0750 -0.0831 -0.0513
H -0.0666 -0.0398 0.0437
H -0.0788 0.0816 0.0220
H 0.0225 0.0012 -0.0141
H 0.0338 0.0128 0.0021
H 0.0031 -0.0113 -0.0506
H 0.0327 0.0124 -0.0071
H -0.0576 -0.0022 0.0034
H 0.0122 0.0060 -0.0036
H -0.0143 -0.0027 -0.0118
H 0.0054 0.0024 -0.0051

Computed properties:
Orbital gap = 6.8 eV
Net charge = +2

Löwdin atomic charge list, values in e, 6 entries: number 1, Ti, carries 0.744; number 2, C, carries -0.124; number 3, C, carries -0.139; number 4, N, carries -0.211; number 5, C, carries -0.252; number 6, C, carries -0.381



# 2
Below is C3H8N2O2 in the gas phase at a distorted geometry, with properties calculated with ωB97M-V with the def2-TZVPD basis set.

CARTESIAN COORDINATES (ANGSTROEM)
1 C 0.245349 1.591724 0.286065
2 N -0.253251 0.410933 -0.387157
3 C 0.551181 -0.749508 -0.494812
4 N 1.829047 -0.781536 -0.016445
5 O -0.618354 -1.525188 0.476781
6 C -1.332251 -0.359043 0.289762
7 O -2.449370 -0.475979 -0.538489
8 H -0.553314 2.330743 0.301523
9 H 1.083460 2.004729 -0.276152
10 H 0.551039 1.398625 1.324815
11 H 0.421325 -1.292373 -1.429071
12 H 1.998161 -0.350681 0.880606
13 H 2.584581 -1.003580 -0.644206
14 H -1.670976 0.126419 1.220756
15 H -2.386626 -1.325286 -0.993975

Cartesian forces, eV/Å:
C 0.0425 -0.2829 0.0122
N -0.9257 0.1641 0.4091
C -0.8145 -1.4769 0.9956
N -0.3571 0.0503 -0.0556
O 1.5955 0.4486 -1.2769
C 0.0916 1.3467 -0.3287
O -0.3333 -0.4156 0.2313
H 0.0247 0.0284 -0.0099
H -0.0090 0.0260 0.1193
H 0.0643 0.1335 0.0254
H 0.3311 0.0885 -0.0531
H 0.3022 0.0096 -0.3582
H -0.0841 -0.1281 0.4045
H 0.0015 -0.0697 -0.1649
H 0.0702 0.0775 0.0499

Computed properties:
Orbital gap = 9.6 eV

Löwdin atomic charge list, values in e, 6 entries: number 1, C, carries -0.087; number 2, N, carries -0.092; number 3, C, carries -0.288; number 4, N, carries 0.134; number 5, O, carries -0.047; number 6, C, carries -0.492



Number 1: E_LUMO -6.379 eV. Number 2: E_LUMO 0.786 eV.